1.
13
Properties=species:S:1:pos:R:3 method="wB97M-V/def2-TZVPD" homo_lumo_gap_ev=9.40 total_charge=+1 lumo_ev=-5.972 relative_energy_ev=3.611 energy_ha=-211.53842 multiplicity=1
C -0.57691 -0.35405 -0.77590
C -1.06158 -0.44755 -2.05119
C 0.03067 0.81267 -0.08040
C 0.00473 -1.33566 0.19069
N 0.65975 -0.16211 0.78368
H -1.34734 -1.35230 -2.47447
H -1.09419 0.35110 -2.73293
H 0.94223 2.25165 2.57075
H 0.10179 1.89716 0.21566
H -0.72509 -1.61320 0.97786
H 0.68576 -2.12780 0.04303
H 1.18911 1.95429 1.71169
H 1.19106 0.12579 1.62155


2.
14
Properties=species:S:1:pos:R:3 method="wB97M-V/def2-TZVPD" homo_lumo_gap_ev=9.75 lumo_ev=0.882 relative_energy_ev=1.810 energy_ha=-270.49136 multiplicity=1
C 0.33423 -0.16386 -1.72280
C 1.00255 -1.00435 -2.49721
C -0.79256 0.23633 1.93838
O -0.74194 1.44279 2.71331
C -0.46036 0.46143 0.49902
C 0.10399 -0.43678 -0.29116
H 0.14141 0.88037 -1.93770
H 1.48384 -1.89954 -2.11723
H 1.17540 -0.87946 -3.56445
H -0.24056 -0.57684 2.41195
H -1.87057 0.03132 1.91752
H 0.10427 1.87853 2.52443
H -0.67024 1.44650 0.07939
H 0.43054 -1.41644 0.04655


3.
47
Properties=species:S:1:pos:R:3 method="wB97M-V/def2-TZVPD" homo_lumo_gap_ev="7.29 / 7.35" total_charge=+1 lumo_ev="-2.963 / -2.914" relative_energy_ev=1.141 energy_ha=-2203.17762 multiplicity=5
Pm 0.46089 0.79558 0.67639
N -0.19587 -5.25807 -0.89322
C -0.55562 -4.10503 -0.26107
C 0.36307 -3.40588 0.53236
C -0.00560 -2.22587 1.13813
C -1.29580 -1.71245 0.96011
C -2.21867 -2.39721 0.16045
C -1.84815 -3.57364 -0.44085
S -1.84037 -0.29402 1.79003
O -3.02902 -0.52897 2.52782
O -0.61001 0.13176 2.56444
N -1.87436 0.80627 0.59852
C -1.96951 2.14475 1.11688
N -0.90098 2.90916 0.81215
C -0.88153 4.12719 1.38652
C -1.88921 4.57689 2.19410
C -2.95134 3.70859 2.40561
N -2.99895 2.49245 1.87601
H 0.65126 -5.72699 -0.62228
H -0.90773 -5.84356 -1.29460
H 1.36055 -3.79870 0.68612
H 0.68974 -1.76580 1.83418
H -3.22449 -2.01505 0.03186
H -2.56144 -4.10973 -1.05597
H -0.02407 4.74729 1.15816
H -1.85250 5.55914 2.64133
H -3.78944 3.99748 3.03065
N 0.54196 1.78154 -1.77766
C 0.91261 0.55566 -2.42604
C 0.23271 -0.60341 -2.08922
C 0.58776 -1.81697 -2.67748
C 1.64680 -1.87044 -3.56279
C 2.34365 -0.70384 -3.87453
C 1.97941 0.50672 -3.31607
H 1.13898 2.54786 -2.05966
H -0.41662 2.03890 -1.98503
H -0.65914 -0.55194 -1.47307
H 0.02925 -2.71171 -2.44261
H 1.92843 -2.81092 -4.01776
H 3.17040 -0.73849 -4.57220
H 2.51904 1.41212 -3.56940
C 2.94758 2.53485 2.75315
C 2.55575 1.67693 1.58054
O 3.38989 1.21765 0.80764
H 4.03087 2.59746 2.89364
H 2.47146 2.16099 3.66286
H 2.54835 3.54145 2.59188